Entry from the OMol25 dataset: a structure of composition C9H24BrF3N2O7SV (wB97M-V/def2-TZVPD).

Calculated values
HOMO energy   -9.81 eV
E_tot   -141739.1502 eV
Total charge   +1

Geometry as XYZ:
```
48
Properties=species:S:1:pos:R:3:lowdin_charge:R:1
O 11.07 2.82 7.05 -0.31
V 12.31 2.54 7.96 1.11
O 12.86 1.09 7.54 -0.37
C 13.36 -0.11 3.20 -0.05
C 12.98 -1.46 2.75 -0.30
C 14.12 -2.43 2.38 -0.14
O 13.58 -3.79 2.22 -0.18
C 14.57 -4.76 2.00 -0.11
N 12.21 -2.07 3.94 0.25
H 11.77 -2.95 3.73 0.16
H 12.72 -2.11 4.81 0.17
H 11.48 -1.40 4.14 0.16
H 14.12 0.36 2.56 0.11
H 13.89 -0.03 4.15 0.10
H 12.52 0.58 3.17 0.10
H 12.37 -1.46 1.86 0.16
H 14.90 -2.34 3.14 0.13
H 14.69 -2.10 1.51 0.14
H 14.33 -5.74 2.40 0.10
H 15.53 -4.57 2.49 0.09
H 14.81 -4.78 0.94 0.10
C 4.43 4.26 10.41 -0.03
C 5.89 3.80 10.05 -0.23
C 6.18 4.14 8.51 -0.17
O 6.31 5.52 8.29 -0.19
C 6.21 5.96 6.96 -0.09
N 6.87 4.45 11.03 0.25
H 6.49 4.61 11.95 0.17
H 7.68 3.86 11.10 0.17
H 7.31 5.29 10.70 0.16
H 4.15 5.20 9.94 0.09
H 4.18 4.40 11.46 0.09
H 3.87 3.49 9.88 0.09
H 5.93 2.73 10.26 0.14
H 5.44 3.71 7.84 0.13
H 7.12 3.71 8.15 0.12
H 5.28 5.68 6.46 0.09
H 7.01 5.64 6.30 0.09
H 6.17 7.05 7.03 0.10
C 11.75 8.62 8.54 -0.65
F 13.04 8.61 8.38 0.16
F 11.38 9.77 9.01 0.15
F 11.17 8.46 7.31 0.08
S 11.18 7.14 9.87 0.48
O 9.74 7.30 10.14 -0.40
O 11.56 5.90 9.20 -0.42
O 11.93 7.42 11.09 -0.35
Br 14.70 2.60 11.12 -0.46
```